{"formula": "C52H116O8S4", "method": "wB97M-V/def2-TZVPD", "homo_ev": -9.973, "smiles": "O=S1(=O)CCCC1.O=S1(=O)CCCC1.O=S1(=O)CCCC1.O=S1(=O)CCCC1.CCCCCC.CCCCCC.CCCCCC.CCCCCC.CCCCCC.CCCCCC", "e_tot_ha": -4245.2560, "symbols": ["S", "S", "S", "S", "O", "O", "O", "O", "O", "O", "O", "O", "C", "C", "C", "C", "C", "C", "C", "C", "C", "C", "C", "C", "C", "C", "C", "C", "C", "C", "C", "C", "C", "C", "C", "C", "C", "C", "C", "C", "C", "C", "C", "C", "C", "C", "C", "C", "C", "C", "C", "C", "C", "C", "C", "C", "C", "C", "C", "C", "C", "C", "C", "C", "H", "H", "H", "H", "H", "H", "H", "H", "H", "H", "H", "H", "H", "H", "H", "H", "H", "H", "H", "H", "H", "H", "H", "H", "H", "H", "H", "H", "H", "H", "H", "H", "H", "H", "H", "H", "H", "H", "H", "H", "H", "H", "H", "H", "H", "H", "H", "H", "H", "H", "H", "H", "H", "H", "H", "H", "H", "H", "H", "H", "H", "H", "H", "H", "H", "H", "H", "H", "H", "H", "H", "H", "H", "H", "H", "H", "H", "H", "H", "H", "H", "H", "H", "H", "H", "H", "H", "H", "H", "H", "H", "H", "H", "H", "H", "H", "H", "H", "H", "H", "H", "H", "H", "H", "H", "H", "H", "H", "H", "H", "H", "H", "H", "H", "H", "H"], "xyz": [[-2.30326, 5.70619, -2.21138], [3.62555, 5.07832, -1.34982], [6.05026, -1.10951, 1.18105], [-3.06125, -0.95786, 5.47741], [6.88856, -0.08719, 1.77807], [4.82241, 4.87962, -2.12218], [-3.45308, 4.85055, -1.92716], [-2.41551, -2.16587, 6.00083], [-4.40289, -0.69420, 5.97595], [5.17916, -0.84181, 0.02911], [2.26947, 4.95635, -1.95054], [-1.44154, 6.28084, -1.13128], [-1.36770, -6.11119, 5.85935], [6.81892, -3.66126, 2.00815], [-7.51058, -0.08093, -7.15666], [0.29660, -3.08664, 2.42896], [-3.57551, 1.86401, -4.75858], [-4.53262, 4.00430, 1.08333], [1.25478, 1.43045, -0.90056], [0.89242, 0.02112, -1.43211], [-0.51644, -5.83554, -0.68175], [-7.22332, 0.49093, -5.76904], [1.72574, -2.42329, -1.38680], [-1.42188, 5.32689, -4.82843], [5.24218, 1.86754, -4.26598], [-3.16833, 1.22749, -3.41369], [-5.76403, 0.51190, -5.18440], [4.79308, 6.18151, 0.78531], [3.80642, 3.92003, 0.11238], [9.65583, -0.52813, -1.78155], [-2.60168, 0.50731, 3.28550], [7.03043, -2.81884, 0.73141], [-0.30498, -4.45900, 4.34357], [-1.28837, 4.67146, -3.44486], [5.36433, -3.47982, 2.43985], [-1.39098, -7.67090, 0.74945], [-3.03119, -0.90934, 3.70747], [0.84538, -4.09982, 3.43062], [7.67961, -0.32909, -3.46066], [-5.20388, 2.62108, 1.31422], [-3.96655, -8.55453, 2.21615], [-2.83577, 6.90399, -3.53234], [5.36989, 0.79810, -3.25553], [-2.31799, 1.37688, 4.52029], [-3.80041, 6.35305, 1.88257], [6.23697, -0.37024, -3.82588], [-0.10178, -5.74264, 5.06680], [4.44117, 4.77293, 1.31243], [0.13035, 2.40306, -1.02240], [-2.75846, 6.17851, -4.89836], [-1.95879, 0.49627, 5.69530], [-1.13492, 2.01672, -0.31327], [1.98767, -0.92413, -1.05021], [8.11124, -0.58132, -1.96388], [-1.14301, -7.25212, 6.83885], [-5.07427, 1.64000, 0.11550], [-2.21232, -6.66287, 1.71967], [3.80181, 6.62560, -0.33885], [5.04083, -2.01754, 2.53795], [-5.16138, 1.90869, -4.96752], [-0.08309, -7.00533, 0.18201], [-3.03152, -7.43976, 2.73444], [-2.91895, 6.87709, 3.06835], [-4.62003, 5.01112, 2.15564], [-2.33268, 6.02321, 3.40787], [-0.94913, -8.20086, 6.33844], [-3.61936, -6.67054, 3.23528], [-3.56264, 5.44412, -4.94366], [-1.14639, -8.58045, 1.29810], [-4.87103, 4.30123, 0.09064], [0.49759, -7.65350, -0.47432], [-2.10532, 7.70429, -3.65092], [-1.05611, 1.76027, 0.74320], [0.41614, -5.42623, -1.07014], [-5.66346, 2.36832, -4.11620], [-7.64473, 1.47852, -5.58148], [-2.39487, -7.91725, 3.47928], [7.70140, 0.17047, -1.28940], [-5.49834, 0.65882, 0.32890], [-5.29744, 2.59637, -5.80221], [-5.05834, 0.00793, -5.84479], [-3.58717, 7.15520, 3.88335], [4.14587, 7.50321, -0.88616], [5.80444, 6.22711, 0.38134], [-1.09943, -5.07319, -0.16499], [-5.69584, 5.07906, 2.31727], [-3.93235, -1.31873, 3.25094], [-0.23268, -7.09320, 7.41689], [-3.06633, 6.29474, 1.07894], [5.08013, -3.92835, 3.39176], [-1.89750, 2.79554, -0.30775], [8.28055, -1.07290, -3.98385], [-4.58171, 7.00393, 1.49010], [1.20997, -4.98584, 2.91087], [-1.68035, 1.20085, -0.78758], [-0.61537, -3.35806, 1.89722], [5.63096, 1.18949, -2.27229], [-5.45140, 1.97950, -0.84918], [-5.60174, -0.03936, -4.25818], [-4.77700, 2.21097, 2.22947], [-1.00667, -6.09067, -1.62125], [1.65887, -3.67075, 4.01564], [0.57568, -6.71438, 1.00023], [6.44351, -3.25652, -0.07609], [6.08479, 2.47491, -4.59643], [6.09626, -0.60027, -4.88199], [-3.02198, 1.34456, -5.54081], [-1.76136, 0.83271, 6.71311], [2.74624, 3.85038, 0.35581], [-0.08657, -0.42082, -1.24669], [-2.24222, -1.53458, 3.28950], [-2.08082, 1.24313, -3.34162], [-1.21769, -4.53775, 3.75291], [8.04315, -2.54780, 0.43303], [1.49820, 1.31707, 0.15584], [-3.26833, 1.88856, 4.67246], [1.25548, -2.50150, -2.36702], [-3.00919, 6.77688, -5.77425], [-2.80027, -5.98305, 1.10301], [9.83687, -1.20717, -0.94834], [5.35622, 4.38119, 1.75664], [8.14908, 0.52944, -3.94090], [2.59558, -3.05871, -1.22034], [3.84748, 4.90328, 2.21721], [2.82992, 6.84682, 0.10225], [-1.98269, -7.49751, 7.48909], [-1.86830, -8.25231, -0.03936], [-6.94543, -0.97827, -7.40861], [4.02581, -1.74612, 2.24784], [0.42025, 3.40685, -0.71181], [-7.26161, 0.65246, -7.92363], [0.20416, -6.55446, 4.40692], [-0.63860, 6.04866, -5.05999], [4.74299, -3.93827, 1.67053], [0.99801, -2.58764, -0.59212], [-4.78318, -8.94116, 2.82585], [0.97020, -3.00375, 1.57602], [-4.43849, 4.57212, 3.13667], [-4.48793, -8.17336, 1.33808], [-1.68421, -5.23732, 6.42881], [10.38454, -0.97436, -2.45827], [-0.95447, 0.19556, 5.39692], [-0.22260, 4.83312, -3.28334], [2.15633, 1.91141, -1.28001], [0.02030, -2.13146, 2.87546], [-3.72085, 1.68986, -2.59576], [4.95186, 6.87634, 1.61000], [5.84270, -1.32147, -3.46836], [7.46538, -3.42040, 2.85205], [-1.66054, 3.67972, -3.18790], [-3.12777, 2.85666, -4.80622], [-1.32103, 4.62849, -5.65919], [-3.39391, -9.44289, 1.94968], [2.22407, -0.75779, 0.00076], [-2.09358, -6.44244, 5.11673], [6.86339, -4.72626, 1.78039], [-2.44013, 7.80347, 2.75107], [-1.73195, 0.44121, 2.63183], [-8.54127, -0.24560, -7.47076], [-3.30633, 0.98746, 2.60650], [0.03557, 2.40485, -2.10827], [-6.23397, 2.71435, 1.65818], [-1.48680, 2.04201, 4.28613], [0.65681, -5.59551, 5.83557], [4.65352, 2.71736, -3.92043], [9.87625, 0.52509, -1.60767], [-0.44446, -3.57365, 4.96391], [-1.63038, -5.91618, 2.25993], [-3.44706, 3.93308, 1.01561], [5.32284, -1.45454, 3.42767], [4.76315, 1.58335, -5.20292], [2.93175, -0.65515, -1.52398], [4.31867, 0.53098, -3.14742], [-4.01555, 1.40927, -0.00269], [-7.73579, -0.09753, -5.00800], [-3.71054, 7.44328, -3.16899], [4.29392, 2.98550, -0.16527], [7.63164, -1.54252, -1.77900], [0.91261, 0.19013, -2.50874], [-3.49065, 0.18650, -3.39041]], "lowdin_charge": [0.746, 0.711, 0.733, 0.695, -0.350, -0.334, -0.355, -0.350, -0.317, -0.375, -0.362, -0.363, -0.252, -0.227, -0.115, -0.108, -0.228, -0.255, -0.230, -0.206, -0.128, -0.242, -0.084, -0.203, -0.149, -0.110, -0.212, -0.239, -0.163, -0.100, -0.207, -0.142, -0.265, -0.184, -0.249, -0.178, -0.217, -0.247, -0.237, -0.230, -0.106, -0.218, -0.240, -0.227, -0.212, -0.214, -0.224, -0.186, -0.276, -0.199, -0.207, -0.099, -0.291, -0.235, -0.119, -0.091, -0.183, -0.192, -0.202, -0.199, -0.251, -0.281, -0.102, -0.229, 0.067, 0.065, 0.101, 0.091, 0.088, 0.101, 0.099, 0.096, 0.067, 0.058, 0.103, 0.098, 0.094, 0.091, 0.066, 0.100, 0.102, 0.059, 0.102, 0.104, 0.059, 0.103, 0.114, 0.067, 0.072, 0.120, 0.052, 0.103, 0.097, 0.097, 0.055, 0.063, 0.104, 0.065, 0.096, 0.070, 0.076, 0.108, 0.090, 0.090, 0.075, 0.111, 0.101, 0.113, 0.073, 0.113, 0.081, 0.061, 0.096, 0.076, 0.106, 0.113, 0.075, 0.112, 0.100, 0.051, 0.104, 0.109, 0.067, 0.102, 0.098, 0.068, 0.101, 0.069, 0.085, 0.097, 0.062, 0.116, 0.107, 0.116, 0.038, 0.065, 0.048, 0.101, 0.070, 0.112, 0.067, 0.102, 0.084, 0.103, 0.065, 0.057, 0.109, 0.098, 0.117, 0.064, 0.064, 0.109, 0.064, 0.092, 0.078, 0.112, 0.065, 0.096, 0.064, 0.082, 0.096, 0.102, 0.118, 0.114, 0.053, 0.075, 0.109, 0.078, 0.098, 0.096, 0.076, 0.081, 0.091, 0.043, 0.091, 0.099, 0.097, 0.084, 0.115, 0.066]}